112
Properties=species:S:1:pos:R:3 method="wB97M-V/def2-TZVPD" total_charge=-1 lumo_energy_ev=0.92 gap_ev=5.81
C 1.342 0.909 5.744
C 1.391 1.845 4.438
C 0.051 1.851 3.543
O -1.002 0.905 3.831
B -0.658 -0.293 3.013
C -1.613 -1.618 3.084
C -0.650 -2.883 3.456
C -1.516 -4.133 4.024
I -0.145 -5.677 4.757
O -0.403 0.339 1.686
C 0.541 1.389 2.064
C 0.691 2.443 0.885
C -0.499 3.131 0.141
C -0.387 4.116 -1.031
N 0.887 4.472 -1.555
C 1.998 3.894 -0.891
C 2.075 2.905 0.287
H 0.364 0.348 5.902
H 1.617 1.541 6.661
H 2.171 0.114 5.623
H 2.348 1.593 3.859
H 1.538 2.933 4.809
H -0.335 2.921 3.635
H 0.444 -0.582 3.421
H -2.438 -1.480 3.882
H -2.082 -1.856 2.054
H 0.080 -2.587 4.301
H -0.012 -3.163 2.546
H -2.134 -4.496 3.124
H -2.188 -3.721 4.858
H 1.529 0.787 2.021
H -1.560 2.872 0.504
H -1.330 4.539 -1.525
H 3.025 4.185 -1.330
H 3.061 2.506 0.698
C 3.814 -2.655 0.399
N 3.449 -1.379 1.064
O 2.830 -1.450 2.110
O 3.801 -0.347 0.509
H 3.442 -3.482 0.997
H 3.353 -2.656 -0.588
H 4.901 -2.688 0.329
C -0.970 5.847 2.064
N -0.932 6.611 3.338
O -0.905 7.831 3.263
O -0.932 5.962 4.371
H -0.965 6.550 1.233
H -0.085 5.211 2.035
H -1.883 5.253 2.061
C -1.539 0.988 -2.537
N -2.408 2.013 -3.173
O -2.784 1.800 -4.319
O -2.683 2.993 -2.506
H -1.379 0.176 -3.244
H -0.595 1.468 -2.280
H -2.053 0.627 -1.646
C 0.409 -6.654 0.573
N 1.186 -5.662 -0.216
O 2.152 -5.146 0.324
O 0.800 -5.437 -1.353
H 0.863 -6.753 1.558
H -0.613 -6.285 0.656
H 0.448 -7.600 0.034
C -4.565 2.013 3.062
N -4.204 2.845 1.885
O -4.247 2.314 0.788
O -3.887 4.004 2.105
H -4.821 1.013 2.719
H -3.697 1.984 3.723
H -5.418 2.485 3.549
C -2.594 -4.765 -1.568
N -2.562 -4.063 -0.260
O -2.441 -2.850 -0.285
O -2.657 -4.744 0.751
H -2.499 -4.030 -2.357
H -1.759 -5.465 -1.588
H -3.549 -5.286 -1.638
C 6.504 2.367 -0.179
N 5.544 3.296 -0.831
O 5.136 2.993 -1.941
O 5.232 4.297 -0.205
H 6.688 1.527 -0.844
H 7.422 2.921 0.006
H 6.051 2.029 0.753
C -2.332 -4.634 -6.545
N -2.299 -3.936 -5.233
O -2.177 -2.724 -5.247
O -2.397 -4.633 -4.235
H -2.236 -3.895 -7.338
H -1.497 -5.334 -6.566
H -3.286 -5.154 -6.616
C -4.638 -0.866 -1.670
N -5.356 -1.956 -2.386
O -4.793 -3.037 -2.474
O -6.459 -1.689 -2.833
H -3.677 -1.244 -1.326
H -4.502 -0.044 -2.372
H -5.258 -0.566 -0.826
C 10.181 -0.425 0.264
N 8.956 0.398 0.437
O 9.106 1.559 0.797
O 7.887 -0.151 0.206
H 11.050 0.185 0.501
H 10.106 -1.273 0.944
H 10.212 -0.754 -0.775
C -3.783 2.800 -6.759
N -3.947 3.043 -8.217
O -2.989 2.808 -8.937
O -5.033 3.460 -8.589
H -2.777 2.434 -6.575
H -3.948 3.748 -6.248
H -4.524 2.058 -6.464

91
Properties=species:S:1:pos:R:3 method="wB97M-V/def2-TZVPD" total_charge=+1 lumo_energy_ev=-3.87 gap_ev=5.31
C 4.459 -1.463 3.460
C 3.070 -2.195 3.805
P 2.112 -2.763 2.236
C 3.347 -3.134 0.818
N 1.232 -4.228 2.737
C -0.190 -3.994 2.994
C -0.785 -5.373 3.401
C -2.311 -5.730 3.755
C -3.194 -5.024 2.587
O -3.021 -5.298 1.373
Br -4.550 -3.667 3.057
N 0.397 -6.218 3.370
C 1.637 -5.595 2.974
C 3.090 -6.184 2.795
I 4.950 -5.197 3.299
C 3.185 -7.531 2.270
C 1.931 -8.441 1.886
I 5.185 -8.407 1.974
H 4.750 -0.644 4.224
H 5.339 -2.203 3.464
H 4.368 -0.907 2.448
H 2.444 -1.429 4.407
H 3.240 -3.071 4.543
H 4.426 -2.873 1.082
H 3.257 -4.194 0.404
H 3.041 -2.401 -0.027
H -0.785 -3.015 2.921
H -2.526 -5.265 4.781
H -2.535 -6.857 3.717
H 0.295 -7.218 3.624
H 2.278 -9.315 1.214
H 1.555 -8.942 2.861
H 1.045 -7.867 1.454
O 2.007 -0.825 -2.093
P 0.727 -1.290 -2.817
N 1.349 -1.028 -4.391
C 1.185 0.159 -5.199
C 2.641 -1.656 -4.665
N -0.223 0.001 -2.197
C -0.391 1.294 -2.829
C -0.103 0.195 -0.749
N -0.750 -1.869 -3.603
C -0.732 -2.735 -4.779
C -1.977 -2.021 -2.819
H 1.552 0.000 -6.220
H 1.723 1.018 -4.784
H 0.130 0.405 -5.339
H 2.634 -2.695 -4.318
H 3.464 -1.131 -4.167
H 2.855 -1.691 -5.737
H 0.565 1.803 -2.984
H -1.018 1.958 -2.224
H -0.930 1.200 -3.772
H 0.784 0.783 -0.489
H -0.038 -0.771 -0.237
H -0.987 0.700 -0.348
H -0.859 -2.136 -5.684
H -1.529 -3.484 -4.780
H 0.203 -3.297 -4.858
H -2.663 -1.199 -3.046
H -1.775 -2.016 -1.747
H -2.505 -2.958 -3.016
O -1.505 4.072 -0.302
P -1.299 5.489 0.266
N -2.529 5.351 1.452
C -3.903 5.780 1.327
C -2.440 4.171 2.310
N -1.785 6.268 -1.188
C -3.142 6.655 -1.515
C -1.137 5.747 -2.395
N -0.987 7.106 0.915
C -0.967 7.392 2.346
C -0.172 8.049 0.147
H -4.429 5.715 2.286
H -4.459 5.177 0.602
H -3.968 6.840 1.067
H -1.413 4.042 2.666
H -2.739 3.259 1.781
H -3.065 4.271 3.202
H -3.827 5.801 -1.505
H -3.200 7.107 -2.511
H -3.498 7.437 -0.844
H -1.634 4.844 -2.766
H -0.090 5.504 -2.193
H -1.134 6.498 -3.191
H -1.934 7.796 2.658
H -0.209 8.127 2.632
H -0.752 6.499 2.939
H -0.819 8.803 -0.315
H 0.392 7.549 -0.642
H 0.570 8.576 0.753